Record 1
{
  "formula": "C3H4O2S",
  "method": "ωB97M-V/def2-TZVPD",
  "smiles": "S=C1COCO1",
  "relative_energy_kcal_mol": 27.80,
  "total_energy_ev": -18104.8599,
  "fmax_ev_per_a": 2.199,
  "species": ["S", "C", "C", "O", "C", "O", "H", "H", "H", "H"],
  "coordinates": [[-1.85815, 0.88633, 0.18277], [-0.39472, 0.19332, 0.05274], [0.13865, -0.63909, -1.12247], [1.47269, -1.02556, -0.76546], [1.74803, -0.45310, 0.56579], [0.61410, 0.26260, 0.96453], [0.10480, -0.07314, -2.02565], [-0.50291, -1.56539, -1.19552], [2.56722, 0.27011, 0.48488], [1.91526, -1.31602, 1.24294]],
  "forces_ev_per_a": [[0.8, -0.3, 0.1], [0.6, -0.1, -0.2], [-0.4, -1.4, 1.7], [-0.3, 1.1, 1.1], [0.0, -1.2, -1.6], [-1.5, 0.2, -0.2], [0.0, 0.4, -0.7], [0.6, 1.0, -0.2], [0.1, -0.5, 0.2], [0.1, 0.7, -0.2]],
  "mulliken_charge": [-0.29, 0.24, -0.13, -0.38, -0.07, -0.32, 0.26, 0.22, 0.24, 0.24]
}

***

Record 2
{
  "formula": "C32H54BrN4O5S3",
  "method": "ωB97M-V/def2-TZVPD",
  "relative_energy_kcal_mol": 549.96,
  "total_energy_ev": -152773.8236,
  "charge": 1,
  "fmax_ev_per_a": 7.020,
  "species": ["C", "C", "C", "C", "N", "C", "C", "Br", "O", "C", "C", "C", "C", "S", "C", "S", "N", "C", "C", "C", "C", "C", "C", "C", "C", "C", "C", "C", "C", "C", "S", "O", "O", "H", "H", "H", "H", "H", "H", "H", "H", "H", "H", "H", "H", "H", "H", "H", "H", "H", "H", "H", "H", "H", "H", "H", "H", "H", "H", "H", "H", "H", "H", "H", "H", "C", "C", "C", "O", "C", "N", "H", "H", "H", "H", "H", "H", "H", "H", "H", "H", "H", "C", "C", "C", "O", "C", "N", "H", "H", "H", "H", "H", "H", "H", "H", "H", "H", "H"],
  "coordinates": [[7.39289, -0.16609, 2.33077], [6.14292, -0.57334, 1.32515], [4.65372, -0.12702, 1.94277], [4.69184, 1.52352, 2.00607], [3.62951, -0.69722, 0.99222], [3.54827, -0.17306, -0.43864], [2.09368, -0.75931, -0.99257], [2.25539, -2.32345, -2.28639], [1.53602, -1.35483, 0.23365], [2.22820, -1.05358, 1.53182], [2.31656, -2.33487, 2.54072], [0.93874, -2.73056, 3.32416], [-0.45158, -2.44810, 2.50793], [-1.94399, -3.36122, 3.23883], [-3.48847, -2.28761, 3.17945], [-4.77763, -2.76538, 4.22295], [-3.55958, -1.10680, 2.23680], [-3.04550, 0.17534, 2.86467], [-2.24590, 1.21493, 1.82750], [-1.67322, 2.65577, 2.36004], [-1.91130, 3.03198, 3.94065], [-2.66846, 1.97421, 4.99202], [-3.26319, 0.49950, 4.47620], [-4.92359, -0.93775, 1.60365], [-5.91043, 0.37713, 1.90459], [-7.39341, 0.56794, 1.15637], [-7.95067, -0.53362, 0.06938], [-7.01128, -1.85360, -0.23332], [-5.52813, -2.03113, 0.51837], [1.47633, 0.32798, 1.97720], [1.45965, 0.69119, 3.80980], [2.69288, 0.19861, 4.60067], [0.16781, 0.21810, 4.55559], [8.38252, -0.62499, 1.88003], [7.16296, -0.50749, 3.42658], [7.54170, 1.01468, 2.31957], [6.23450, 0.00864, 0.29497], [6.18033, -1.74090, 1.20194], [4.63052, -0.55846, 3.02926], [5.59727, 1.94514, 2.65447], [4.82759, 2.01936, 0.93647], [3.72132, 2.00423, 2.47010], [4.01196, -1.67604, 0.82791], [4.36672, -0.82767, -0.99259], [3.77374, 0.95561, -0.64803], [1.35128, 0.07799, -1.40495], [3.12379, -2.09139, 3.38455], [2.73396, -3.25178, 1.92001], [0.96191, -2.26334, 4.42253], [0.98285, -3.90960, 3.50715], [-0.31605, -2.82429, 1.38927], [-0.69730, -1.30755, 2.59645], [-2.11518, 0.88506, 0.69044], [-1.12987, 3.34484, 1.56906], [-1.51630, 4.08620, 4.32344], [-2.80838, 2.28059, 6.12358], [-3.81432, -0.23270, 5.22688], [-5.61524, 1.24436, 2.65892], [-8.02310, 1.54829, 1.41204], [-8.98873, -0.30859, -0.43490], [-7.41267, -2.64280, -1.00393], [-4.91677, -2.98835, 0.23261], [1.98368, 1.24061, 1.39853], [0.36887, 0.27971, 1.53914], [1.45514, 2.11839, 3.93325], [0.64414, 5.34091, -2.97313], [2.02838, 4.72796, -2.77967], [2.21684, 3.38555, -3.52387], [1.59010, 2.26799, -2.88733], [0.20442, 2.13616, -3.16552], [2.29358, 4.58901, -1.33992], [-0.12630, 4.83806, -2.38265], [0.64686, 6.39164, -2.66015], [0.34383, 5.31026, -4.02579], [2.75611, 5.43786, -3.19496], [3.28866, 3.15440, -3.53300], [1.90772, 3.45921, -4.57303], [-0.04578, 2.45258, -4.18263], [-0.37756, 2.70135, -2.43508], [-0.06548, 1.08214, -3.05528], [3.25436, 4.26956, -1.21394], [1.73173, 3.80107, -1.00276], [-2.65586, -1.23714, -4.81703], [-1.27162, -1.85009, -4.62357], [-1.08316, -3.19250, -5.36777], [-1.70990, -4.31006, -4.73123], [-3.09558, -4.44188, -5.00942], [-1.00642, -1.98904, -3.18382], [-3.42630, -1.73999, -4.22655], [-2.65314, -0.18641, -4.50406], [-2.95617, -1.26778, -5.86969], [-0.54389, -1.14019, -5.03886], [-0.01134, -3.42365, -5.37690], [-1.39228, -3.11884, -6.41693], [-3.34578, -4.12547, -6.02654], [-3.67756, -3.87670, -4.27898], [-3.36548, -5.49591, -4.89918], [-0.04564, -2.30848, -3.05784], [-1.56827, -2.77698, -2.84667]],
  "forces_ev_per_a": [[-0.3, 0.8, -0.8], [-0.2, 0.5, 0.4], [3.8, 2.1, 0.8], [-0.4, 0.8, 0.0], [0.3, -2.0, 0.3], [0.6, -1.2, -2.7], [-0.1, 1.0, 2.1], [0.4, 1.6, 1.1], [0.9, 0.2, 0.6], [-1.4, 1.1, -1.2], [0.4, 0.1, 0.1], [-0.4, -1.4, 1.0], [0.6, 0.9, -0.8], [-0.6, 1.7, -0.2], [-1.0, 0.0, 1.0], [2.8, 0.8, -2.5], [-1.3, 0.5, 1.3], [1.4, 2.7, 1.3], [-0.4, 1.0, 3.7], [-2.3, -3.4, 2.4], [-1.0, -3.1, -1.2], [0.4, -1.0, -3.9], [2.3, 3.5, -2.9], [-4.8, 0.9, -2.3], [-1.5, -2.1, -2.2], [2.5, -3.1, -1.0], [4.1, -0.1, 2.5], [1.1, 3.3, 2.7], [-2.0, 2.7, 0.4], [-0.2, 0.2, -1.6], [-1.6, -2.0, 6.5], [-2.7, 1.5, -3.6], [4.1, 1.7, -3.8], [-2.1, 0.8, 1.2], [0.6, 0.5, -2.2], [-0.3, -2.6, 0.1], [0.1, -1.5, 2.1], [-0.2, 2.2, -0.1], [-0.8, 0.7, -2.2], [-2.0, -1.4, -1.3], [-0.2, -1.2, 2.1], [2.0, -1.1, -0.8], [-0.5, 1.2, 0.3], [-1.6, 1.8, 0.9], [-0.8, -2.2, 0.9], [1.8, -2.0, 0.6], [-1.8, -0.3, -1.9], [-1.0, 1.9, 1.0], [-0.3, -0.8, -2.7], [0.1, 2.5, -0.4], [-0.3, 1.1, 2.4], [0.4, -2.2, -0.5], [-0.5, 0.7, 2.8], [-1.3, -1.4, 2.0], [-1.0, -2.6, -0.8], [0.4, -0.7, -2.7], [1.4, 1.7, -2.0], [-0.5, -2.2, -1.8], [1.6, -2.5, -0.6], [2.4, -0.8, 1.0], [1.1, 1.6, 1.8], [-1.2, 2.1, 0.7], [-1.0, -1.9, 1.5], [2.2, 0.0, 1.5], [0.0, -1.5, -0.7], [-0.1, 0.3, -0.1], [-0.3, -0.2, 0.0], [0.4, 0.1, 0.2], [0.2, 0.2, -0.3], [-0.1, -0.2, 0.3], [0.2, -0.5, 0.0], [0.1, 0.0, -0.1], [0.0, -0.2, 0.0], [0.0, 0.0, 0.1], [0.0, -0.2, 0.1], [-0.1, -0.1, 0.1], [-0.2, 0.0, 0.1], [0.0, 0.1, 0.1], [-0.2, 0.1, -0.2], [0.1, 0.0, -0.1], [-0.1, 0.2, 0.0], [0.0, 0.3, -0.1], [-0.1, 0.3, -0.1], [-0.4, -0.3, 0.0], [0.2, -0.1, 0.3], [0.2, 0.5, -0.5], [0.0, -0.3, 0.3], [0.2, -0.3, 0.0], [0.2, 0.0, -0.1], [0.0, -0.2, 0.0], [0.0, 0.0, 0.1], [0.0, -0.2, 0.0], [-0.1, -0.1, 0.1], [-0.2, 0.0, 0.0], [0.0, 0.1, 0.1], [-0.2, 0.1, -0.2], [0.1, 0.1, 0.0], [-0.4, 0.1, -0.1], [0.1, 0.3, -0.1]],
  "mulliken_charge": [-1.05, -0.38, 0.00, -0.97, 0.21, -0.44, 0.23, -0.19, -0.32, 0.17, -0.56, -0.63, 0.21, -0.20, 0.09, -0.07, 0.28, 0.21, -0.39, -0.47, -0.46, -0.48, -0.20, 0.32, -0.14, -0.38, -0.35, -0.45, -0.41, -0.51, 0.67, -0.60, -0.44, 0.35, 0.29, 0.28, 0.24, 0.32, 0.24, 0.34, 0.27, 0.12, 0.57, 0.44, 0.13, 0.07, 0.20, 0.48, 0.27, 0.42, 0.28, -0.45, 0.45, 0.35, 0.32, 0.33, 0.21, 0.25, 0.27, 0.29, 0.29, 0.28, 0.42, 0.12, 0.21, -1.38, 0.32, -0.82, -0.21, -0.39, -0.67, 0.24, 0.36, 0.35, 0.48, 0.32, 0.42, 0.37, 0.18, -0.06, 0.26, 0.24, -1.42, 0.52, -0.82, -0.39, -0.63, -0.30, 0.26, 0.32, 0.37, 0.31, 0.30, 0.50, 0.30, 0.21, 0.26, -0.10, 0.32]
}

***

Record 3
{
  "formula": "C9H14N3",
  "method": "ωB97M-V/def2-TZVPD",
  "smiles": "NC(N)=[NH+]CCc1ccccc1",
  "relative_energy_kcal_mol": 251.73,
  "total_energy_ev": -14013.0658,
  "charge": 1,
  "fmax_ev_per_a": 5.151,
  "species": ["N", "C", "N", "N", "C", "C", "C", "C", "C", "C", "C", "C", "H", "H", "H", "H", "H", "H", "H", "H", "H", "H", "H", "H", "H", "H"],
  "coordinates": [[1.65905, -2.25000, 0.79113], [1.95575, -1.09369, -0.18684], [1.84297, -1.36050, -1.52932], [2.39730, 0.20601, 0.44674], [1.76035, 1.42190, -0.18812], [0.51236, 1.95181, 0.76738], [-0.79974, 1.06101, 0.34668], [-1.51401, 1.06892, -1.15438], [-2.81172, 0.11060, -1.53581], [-3.41498, -0.85183, -0.31928], [-2.74670, -0.84875, 1.20354], [-1.43118, 0.08203, 1.54208], [2.41612, -2.17557, 1.53569], [0.78287, -1.95214, 1.28170], [2.62598, -1.01055, -2.15888], [1.02560, -1.83400, -1.99909], [3.43751, 0.30742, 0.44576], [2.60438, 2.26506, -0.21392], [1.41954, 1.23516, -1.30490], [0.82765, 1.68660, 1.88344], [0.35299, 3.11072, 0.74228], [-1.09342, 1.78080, -2.00622], [-3.32477, 0.07747, -2.59540], [-4.34548, -1.57564, -0.47857], [-3.21531, -1.52141, 2.06622], [-0.92315, 0.10858, 2.61810]],
  "forces_ev_per_a": [[0.4, 3.0, -1.2], [0.2, -1.1, 1.3], [0.7, 1.3, 1.5], [-0.4, -2.3, -2.9], [0.3, 2.4, -0.6], [0.0, -1.4, -0.2], [-3.1, -2.3, 0.1], [-1.3, -2.1, 2.1], [1.7, -0.4, 4.8], [2.9, 2.1, 1.0], [1.7, 2.2, -2.7], [-1.7, 0.1, -4.0], [-1.1, 0.2, -1.1], [0.7, -0.3, -0.3], [-1.9, 0.2, 1.0], [1.5, -0.1, 1.2], [-1.1, -0.4, 0.3], [-1.9, -1.8, 0.0], [0.6, 0.4, 2.4], [-0.8, 0.5, -2.4], [0.3, -2.3, -0.4], [-1.0, -1.6, 2.1], [1.3, 0.2, 2.4], [2.3, 1.9, 0.2], [1.1, 1.6, -2.2], [-1.3, -0.1, -2.6]],
  "mulliken_charge": [-0.56, 0.22, -0.26, -0.26, -0.47, -0.66, 0.42, -0.32, -0.47, -0.31, -0.34, -0.43, 0.36, 0.36, 0.32, 0.29, 0.33, 0.37, 0.26, 0.27, 0.35, 0.31, 0.33, 0.30, 0.30, 0.30]
}

***

Record 4
{
  "formula": "C3H5NO2",
  "method": "ωB97M-V/def2-TZVPD",
  "smiles": "c1cocn1.O",
  "relative_energy_kcal_mol": 38.61,
  "total_energy_ev": -8776.0205,
  "fmax_ev_per_a": 3.238,
  "species": ["C", "C", "O", "C", "N", "H", "H", "H", "O", "H", "H"],
  "coordinates": [[-0.80430, 2.08528, 0.21438], [-1.50024, 0.97053, 0.54443], [-0.64706, -0.15262, 0.63525], [0.58901, 0.47403, 0.50691], [0.56237, 1.75744, 0.27016], [-1.14813, 3.08103, -0.00316], [-2.49382, 0.65897, 0.78283], [1.47234, -0.08246, 0.47825], [1.62787, -2.76213, -1.35076], [1.16938, -3.60533, -1.53507], [1.17258, -2.42474, -0.54323]],
  "forces_ev_per_a": [[0.3, -1.3, 1.0], [0.3, -1.2, -0.4], [1.4, 2.9, 0.2], [-1.7, 1.6, -0.7], [-0.6, -1.4, -0.2], [0.0, 0.0, 0.1], [-0.5, 0.5, -0.3], [0.9, -1.1, 0.2], [-0.9, -0.2, 0.9], [0.4, 0.6, 0.1], [0.5, -0.4, -1.0]],
  "mulliken_charge": [-0.37, -0.05, -0.29, 0.02, -0.46, 0.36, 0.38, 0.40, -0.63, 0.32, 0.31]
}

***

Record 5
{
  "formula": "C9H14N2O3S",
  "method": "ωB97M-V/def2-TZVPD",
  "relative_energy_kcal_mol": 220.41,
  "total_energy_ev": -29508.2298,
  "fmax_ev_per_a": 13.617,
  "species": ["C", "N", "S", "O", "O", "C", "C", "C", "C", "C", "C", "H", "H", "N", "H", "H", "H", "H", "C", "H", "H", "C", "O", "H", "H", "H", "H", "H", "H"],
  "coordinates": [[-2.65613, 0.55792, -0.43039], [-1.47890, 1.29681, -1.08255], [-0.31862, 1.72100, -0.08043], [0.74067, 2.48990, -0.69049], [-0.76793, 2.50592, 1.18073], [0.55276, 0.21283, 0.81880], [-0.14475, -0.55194, 1.90465], [0.59601, -1.71460, 2.06987], [1.81645, -2.17689, 1.58033], [2.34252, -1.31348, 0.64243], [1.73524, -0.39931, 0.09854], [2.35375, 0.29369, -0.62382], [3.41670, -1.52015, 0.28669], [2.20001, -3.40223, 1.97396], [3.34908, -3.45315, 1.77682], [1.87098, -3.78404, 3.01352], [-0.02273, -2.17357, 3.01769], [-1.05158, -0.19465, 2.19324], [-0.99615, 0.81057, -2.47956], [-0.20114, 1.36519, -2.49980], [-1.67833, 1.00975, -3.04590], [-0.63666, -0.84516, -2.39629], [-1.78248, -1.56939, -2.58501], [-1.57412, -2.50146, -2.60523], [0.17724, -0.82500, -3.65525], [0.03886, -0.93001, -1.70943], [-2.75197, 1.19650, 0.59734], [-3.42479, 0.57313, -1.28118], [-2.43856, -0.57226, -0.14054]],
  "forces_ev_per_a": [[1.1, 0.4, 0.9], [-1.4, -1.9, -0.7], [2.9, 2.6, 7.9], [-0.4, -1.1, -1.7], [-0.6, -3.0, -3.8], [-1.7, -1.2, -2.0], [6.6, 1.7, -6.9], [-4.1, -1.1, 5.4], [-3.9, 1.7, 1.4], [8.4, -8.9, 2.4], [-5.6, 12.1, -2.8], [-1.8, -1.3, 1.2], [-1.5, -0.1, 0.4], [4.9, -2.7, 2.3], [-4.1, -0.5, 1.2], [1.4, 1.7, -3.8], [2.2, -0.4, -2.2], [-2.2, 0.5, 1.6], [3.1, -7.4, 9.9], [4.9, 2.7, -1.5], [-7.5, 2.1, -6.8], [-1.8, 5.6, -9.5], [0.0, 0.0, 0.7], [0.1, -0.4, 0.0], [-2.0, -0.4, 3.4], [3.4, -1.6, 4.5], [-0.8, -1.6, -2.7], [0.6, 0.2, 1.9], [-0.2, 2.3, -0.8]],
  "mulliken_charge": [-0.76, -0.06, 1.12, -0.72, -0.72, 0.42, -0.86, -0.30, 0.82, 0.20, -1.16, 0.23, 0.12, -0.62, 0.29, 0.30, -0.02, 0.63, -1.31, 0.68, 0.61, -0.08, -0.43, 0.31, 0.19, 0.25, 0.35, 0.29, 0.22]
}